[1]
The following is a quantum chemistry calculation of a molecular structure, C3H8BFSTm at a distorted geometry, from the Open Molecules 2025 dataset.

Structure (XYZ):
```
15
Properties=species:S:1:pos:R:3:forces:R:3
C 1.5180 0.7675 -0.4984 0.085 0.222 -0.018
C 0.9193 -0.5915 -0.1391 -0.179 -0.216 -0.039
C -0.4488 -0.4922 0.5712 0.197 0.349 -0.154
F -0.3606 0.6219 1.5363 -0.421 0.180 -0.204
B -1.6998 -0.4064 -0.3938 -0.078 -0.284 -0.397
S -3.1642 0.7206 -0.6222 0.104 0.249 0.192
H 0.7784 1.4649 -0.8984 -0.042 -0.113 -0.091
H 1.9788 1.2710 0.3534 -0.004 -0.063 -0.009
H 2.2894 0.6430 -1.2573 -0.004 -0.053 0.051
H 0.7749 -1.2152 -1.0284 -0.008 0.049 0.036
H 1.6066 -1.2124 0.4658 0.061 0.181 0.015
H -0.5709 -1.3529 1.2599 -0.710 -0.412 -0.778
H -1.8038 -1.2769 -1.2058 0.072 -0.031 0.077
H -2.4253 1.7217 -1.1931 -0.074 -0.018 -0.089
Tm 0.6080 -0.6632 3.0498 1.001 -0.040 1.409
```
Forces are in eV/Å.

Results
- ⟨S²⟩ = 2.00
- HOMO-LUMO gap (spin up / spin down) (eV) = 9.344 / 6.098
- 2S+1 = 3
- charge = +3
- electronic energy (hartree) = -1725.8884

---

[2]
The following is a quantum chemistry calculation of a single C3H8BNO molecule at a distorted geometry, from the Open Molecules 2025 dataset.

Structure (XYZ):
```
14
Properties=species:S:1:pos:R:3:forces:R:3
B 1.2751 -1.0028 0.5387 -0.825 -0.422 -2.225
C -1.2262 -0.3109 -0.2550 0.507 -0.505 0.039
C -0.6592 1.0662 0.3326 0.516 -0.135 1.413
C -0.0439 -1.1793 -0.4902 2.421 2.105 -1.156
N 0.6761 1.3683 -0.2077 -1.618 1.260 -0.626
O 1.4243 0.2513 -0.3610 0.321 -2.838 0.249
H 2.1434 -1.7925 0.5307 0.588 -0.082 -0.694
H 1.0020 -0.7516 1.5736 -0.996 0.808 2.763
H -1.7261 -0.6970 0.6754 -0.295 0.159 -1.303
H -1.8256 -0.1621 -1.2053 0.264 -0.145 1.491
H -1.4297 1.8470 0.1895 0.835 -0.065 -0.247
H -0.5301 0.9618 1.4598 -0.224 -0.094 -1.560
H 0.3034 -1.2192 -1.5829 -1.006 -0.723 1.373
H 0.6165 1.6208 -1.1982 -0.488 0.677 0.482
```
Forces are in eV/Å.

Results
- HOMO-LUMO gap (spin up / spin down) (eV) = 8.853 / 8.852
- relative energy (zero: lowest compared OMol25 entry of this formula, charge and spin) (kcal per mole) = 134.72
- charge = 0
- electronic energy (hartree) = -273.7923

---

[3]
The following is a quantum chemistry calculation of 2 unconnected molecules or ions with the total composition C3H8BNO at a distorted geometry, from the Open Molecules 2025 dataset.

Structure (XYZ):
```
14
Properties=species:S:1:pos:R:3:forces:R:3
C 2.7674 -0.7676 0.7280 -3.062 2.929 -0.008
C 2.0808 -0.0234 -0.1441 -1.204 1.581 -2.184
N 1.0712 0.7938 0.3671 -1.194 0.602 2.771
C 0.1997 1.5854 -0.0795 0.280 -0.294 -2.450
H 3.4590 -1.3555 0.2897 2.530 -2.219 -0.347
H 2.4338 -0.5622 1.7604 0.797 -0.832 -0.498
H 2.1401 0.1261 -1.2928 0.654 -1.023 1.730
H 0.1254 1.7667 -1.2187 -0.079 -0.012 1.350
H -0.5904 2.1175 0.5356 1.254 -0.662 -0.377
B -3.0221 -0.5769 -0.2158 0.529 -0.950 -0.726
O -2.8197 0.2986 0.7796 -3.254 -0.474 -0.644
H -4.1010 -0.9445 -0.5587 -0.388 0.490 0.399
H -2.1564 -1.1403 -0.8496 0.273 0.463 0.405
H -1.9853 0.5271 1.0708 2.863 0.401 0.579
```
Forces are in eV/Å.

Results
- SMILES string = C=CN=C.BO
- HOMO-LUMO gap (eV) = 9.733
- relative energy (zero: lowest compared OMol25 entry of this formula, charge and spin) (kcal per mole) = 81.78
- charge = 0
- electronic energy (hartree) = -273.8767